{
  "formula": "C32H57ClN4O6SSi",
  "method": "ωB97M-V with the def2-TZVPD basis set",
  "homo_energy_ev": -8.983,
  "smiles": "C#C[C@@]1(CCCCCOC)NC(=O)[C@](N)(CCCCl)[C@@]1(CCCCSc1nnco1)CCO[Si](C)(C)C.CC(C)=O.CC(C)=O",
  "orbital_gap_ev": 9.34,
  "total_charge": 0,
  "mol_weight_g_mol": 689.4,
  "elements": ["C", "C", "C", "C", "C", "C", "C", "C", "O", "C", "N", "C", "O", "C", "N", "C", "C", "C", "Cl", "C", "C", "C", "C", "C", "S", "C", "N", "N", "C", "O", "C", "C", "O", "Si", "C", "C", "C", "H", "H", "H", "H", "H", "H", "H", "H", "H", "H", "H", "H", "H", "H", "H", "H", "H", "H", "H", "H", "H", "H", "H", "H", "H", "H", "H", "H", "H", "H", "H", "H", "H", "H", "H", "H", "H", "H", "H", "H", "H", "H", "H", "H", "H", "C", "C", "O", "C", "H", "H", "H", "H", "H", "H", "C", "C", "O", "C", "H", "H", "H", "H", "H", "H"],
  "positions_angstrom": [[-1.39014, 5.18102, 0.21939], [-0.61059, 4.32884, 0.59777], [0.02342, 2.97156, 0.84991], [1.08058, 2.87645, -0.31345], [2.32450, 1.98352, -0.00675], [3.66990, 2.78382, -0.01232], [4.56122, 2.21619, -1.17092], [3.94827, 2.57994, -2.55937], [4.96684, 2.68759, -3.53584], [4.33746, 2.63200, -4.83363], [0.80696, 3.11278, 2.11045], [0.48151, 1.93627, 2.88674], [1.20720, 1.24973, 3.54483], [-1.07348, 1.78880, 2.61060], [-1.57685, 3.02974, 3.22544], [-1.57989, 0.53948, 3.40092], [-3.09754, 0.55004, 3.79384], [-3.95161, -0.51557, 3.07829], [-5.63200, -0.41840, 3.79887], [-0.98124, 1.74308, 1.04238], [-0.44639, 0.45114, 0.38138], [-1.45958, -0.73897, 0.32328], [-0.69276, -2.11062, 0.40079], [-0.23575, -2.52537, -1.02985], [-0.17418, -4.32616, -1.33498], [0.82110, -5.05451, -0.06494], [1.09130, -4.47786, 1.06261], [1.85794, -5.34731, 1.79617], [2.02427, -6.38964, 1.06600], [1.40424, -6.27600, -0.13518], [-2.44147, 2.03377, 0.57831], [-2.62318, 2.08350, -0.98396], [-3.60941, 1.10140, -1.32885], [-4.76051, 1.60387, -2.46838], [-6.28091, 2.19167, -1.51584], [-4.11725, 2.82783, -3.75766], [-5.27313, 0.02571, -3.39859], [-1.85540, 6.04641, -0.22128], [0.56723, 2.51093, -1.22427], [1.42977, 3.90575, -0.49520], [2.36658, 1.22139, -0.80902], [2.24771, 1.41718, 0.93320], [3.52882, 3.87305, -0.10059], [4.25126, 2.61378, 0.91296], [4.49351, 1.11747, -1.06659], [5.60827, 2.54721, -1.09755], [3.24024, 1.76184, -2.82208], [3.33524, 3.50210, -2.45383], [4.99603, 3.16020, -5.53512], [4.17687, 1.56917, -5.08651], [3.35650, 3.13291, -4.75634], [0.69812, 3.99476, 2.58993], [-1.61498, 2.82996, 4.22535], [-2.53551, 3.23065, 2.95298], [-1.36228, -0.42691, 2.91947], [-1.01463, 0.53544, 4.35212], [-3.16338, 0.31369, 4.87190], [-3.59812, 1.52219, 3.67158], [-4.09466, -0.34070, 2.00381], [-3.61909, -1.54750, 3.25193], [-0.11518, 0.61267, -0.65826], [0.45198, 0.12272, 0.94233], [-2.25795, -0.68180, 1.06977], [-1.93885, -0.73147, -0.67151], [-1.30581, -2.88483, 0.88649], [0.23046, -1.96229, 0.98209], [-0.88331, -2.11900, -1.82566], [0.77378, -2.12128, -1.23124], [2.59611, -7.24170, 1.42241], [-2.83522, 2.99381, 0.94692], [-3.12998, 1.26135, 0.95850], [-2.91362, 3.11496, -1.25459], [-1.67612, 1.87445, -1.51431], [-6.44736, 1.47062, -0.69202], [-6.07919, 3.19602, -1.10107], [-7.20310, 2.16527, -2.12046], [-3.78021, 2.26255, -4.64567], [-4.97565, 3.43616, -4.10099], [-3.34698, 3.52817, -3.40139], [-5.60044, -0.72356, -2.65312], [-4.39386, -0.41650, -3.90381], [-6.03622, 0.21492, -4.16948], [3.64404, 0.56879, 5.53572], [4.89551, 0.08318, 6.22197], [5.58752, 0.82791, 6.87921], [5.25018, -1.37464, 6.05444], [3.50932, 1.62987, 5.73811], [3.72932, 0.42629, 4.45793], [2.77648, 0.02623, 5.91443], [5.40541, -1.60166, 4.99839], [4.45158, -2.00112, 6.45522], [6.16956, -1.58708, 6.59807], [0.99713, -7.31009, -6.02019], [0.96556, -6.52310, -4.73250], [0.62343, -5.36302, -4.71247], [1.37887, -7.24648, -3.47603], [0.67750, -6.67081, -6.84156], [2.01207, -7.65813, -6.21982], [0.31868, -8.16234, -5.95328], [2.41034, -7.59195, -3.56668], [0.71668, -8.09608, -3.29933], [1.31058, -6.56722, -2.63089]],
  "mulliken_charge": [-0.347, -1.464, 2.030, -1.978, -0.018, -1.266, -0.801, -0.287, -0.446, -0.689, -0.265, -0.728, -0.535, 0.753, -0.476, -1.144, -1.008, -0.144, -0.228, 1.918, -1.363, 0.265, -1.061, -0.695, -0.183, 0.340, 0.206, -0.771, 0.038, -0.288, -0.836, -0.966, -0.262, 0.539, -1.066, -1.093, -1.127, 0.471, 0.090, 0.882, 0.398, 0.402, 0.476, 0.295, 0.276, 0.416, 0.375, 0.280, 0.276, 0.263, 0.309, 0.422, 0.486, 0.324, 0.313, 0.634, 0.535, 0.401, 0.056, 0.357, 0.126, 0.878, -0.559, 0.426, 0.516, 0.379, 0.391, 0.354, 0.422, 0.992, -0.488, 0.455, -0.012, 0.286, 0.271, 0.377, 0.278, 0.368, 0.326, 0.277, 0.310, 0.335, -0.798, 0.678, -0.558, -1.079, 0.307, 0.224, 0.306, 0.309, 0.313, 0.298, -1.151, 0.790, -0.524, -0.562, 0.304, 0.319, 0.312, 0.360, 0.323, -0.172]
}

***

{
  "formula": "C27H36BrLaN9O2",
  "method": "ωB97M-V with the def2-TZVPD basis set",
  "homo_energy_ev": -10.121,
  "orbital_gap_ev": 7.40,
  "relative_energy_ev": 0.374,
  "total_charge": 1,
  "mol_weight_g_mol": 737.5,
  "elements": ["La", "N", "C", "C", "N", "C", "C", "N", "C", "C", "N", "H", "H", "H", "H", "H", "H", "H", "H", "H", "H", "H", "H", "H", "H", "H", "H", "H", "H", "Br", "C", "C", "C", "C", "O", "C", "C", "N", "C", "C", "C", "C", "C", "C", "C", "C", "N", "C", "C", "H", "H", "H", "H", "H", "H", "H", "H", "H", "H", "N", "C", "C", "N", "C", "C", "N", "H", "H", "H", "H", "H", "C", "O", "H", "H", "H"],
  "positions_angstrom": [[-0.00482, 0.02440, 0.15417], [2.22280, 1.47134, -0.48967], [2.13843, 2.13378, -1.79731], [2.00881, 1.10286, -2.90405], [0.89833, 0.14839, -2.71435], [-0.26618, 0.53831, -3.52528], [-0.85975, 1.86719, -3.10647], [-1.22028, 1.83379, -1.67964], [1.29770, -1.21359, -3.10704], [2.35315, -1.82903, -2.21081], [1.89757, -1.87632, -0.81331], [2.01816, 2.14105, 0.24443], [3.16168, 1.12814, -0.32537], [3.00556, 2.76216, -2.01126], [1.27495, 2.79654, -1.77337], [2.94766, 0.55110, -2.95461], [1.90991, 1.61388, -3.86907], [-1.02650, -0.23688, -3.40421], [-0.00081, 0.57402, -4.59238], [-1.73116, 2.05952, -3.73291], [-0.16340, 2.68084, -3.30560], [-2.22585, 1.87861, -1.57303], [-0.85306, 2.61595, -1.14740], [1.65481, -1.23550, -4.14688], [0.39980, -1.83895, -3.06605], [3.28158, -1.26121, -2.25080], [2.58560, -2.82053, -2.60588], [2.67480, -2.09086, -0.19706], [1.26903, -2.66960, -0.69891], [1.17105, -7.57433, 0.86576], [0.72430, -5.74967, 1.06172], [1.29351, -5.00197, 2.09947], [0.96823, -3.67566, 2.26290], [0.08000, -3.01627, 1.38394], [-0.21994, -1.76000, 1.54955], [-0.46750, -3.78938, 0.32653], [-1.44618, -3.21407, -0.57880], [-1.53736, -1.96224, -0.83335], [-2.67808, -1.50509, -1.53516], [-3.14935, -2.04281, -2.69865], [-4.33061, -1.54464, -3.29814], [-5.03007, -0.53115, -2.71348], [-4.55714, 0.05616, -1.51234], [-5.23409, 1.11007, -0.84672], [-4.70850, 1.63771, 0.29301], [-3.47068, 1.14411, 0.75834], [-2.81331, 0.17385, 0.17636], [-3.36209, -0.40590, -0.93552], [-0.16193, -5.15847, 0.20618], [1.98223, -5.48108, 2.78350], [1.38515, -3.10037, 3.08208], [-2.17741, -3.90307, -1.01480], [-2.61304, -2.86317, -3.16287], [-4.68345, -1.98771, -4.22050], [-5.94723, -0.16116, -3.15632], [-6.16767, 1.48132, -1.25341], [-5.20452, 2.43599, 0.82883], [-2.99265, 1.59834, 1.61966], [-0.62711, -5.74040, -0.58177], [1.79997, 0.13129, 5.68761], [2.32803, -0.06004, 4.45058], [1.52317, -0.00291, 3.29879], [2.03011, -0.15546, 2.09375], [3.34661, -0.37152, 1.99711], [4.13040, -0.44093, 3.13060], [3.63420, -0.28779, 4.35610], [0.81056, 0.19983, 5.83052], [2.39954, 0.00339, 6.48338], [0.45115, 0.14326, 3.38367], [3.77352, -0.50327, 1.01023], [5.19435, -0.63576, 3.05464], [-0.03850, 2.81123, 2.17001], [-0.20028, 1.99452, 1.03748], [-0.14398, 3.87390, 1.93639], [0.94895, 2.68563, 2.62956], [-0.77811, 2.58774, 2.94817]],
  "mulliken_charge": [2.274, -0.436, -0.996, -1.033, 0.958, -0.736, -1.111, -0.678, -0.814, -1.124, -0.395, 0.111, 0.216, 0.507, 0.312, 0.473, 0.317, 0.172, 0.434, 0.593, 0.282, 0.179, 0.210, 0.335, 0.340, 0.461, 0.541, 0.271, -0.123, -0.182, -0.425, -0.525, -0.568, 0.733, -0.617, -0.418, -0.331, 1.208, -1.379, -0.037, -1.062, -0.933, 1.052, -0.711, -0.999, -0.107, -0.128, 0.756, -0.464, 0.448, 0.481, 0.506, 0.544, 0.431, 0.443, 0.466, 0.438, 0.372, 0.546, -0.422, 0.520, -0.571, 0.644, -0.604, -0.686, -0.646, 0.196, 0.261, 0.231, 0.416, 0.399, -1.203, 0.504, 0.316, 0.278, 0.287]
}

***

{
  "formula": "CH4O3S",
  "method": "ωB97M-V with the def2-TZVPD basis set",
  "homo_energy_ev": [-5.170, -10.662],
  "multiplicity": 3,
  "orbital_gap_ev": [6.02, 7.68],
  "relative_energy_ev": 4.194,
  "total_charge": 0,
  "mol_weight_g_mol": 96.1,
  "s2": 2.009,
  "elements": ["C", "O", "O", "O", "S", "H", "H", "H", "H"],
  "positions_angstrom": [[0.65221, 0.96153, -0.83884], [-0.42911, 0.55281, 1.68556], [-0.90103, -2.11993, 0.69711], [-0.27483, -1.19087, -0.14016], [0.53732, -0.03993, 0.76477], [0.86166, 0.04019, -1.47311], [1.28940, 1.83422, -0.91461], [-0.29866, 1.37394, -0.99594], [-1.43698, -1.41195, 1.21521]],
  "mulliken_charge": [-0.719, -0.444, -0.329, -0.156, 0.370, 0.293, 0.300, 0.324, 0.360]
}